{
  "formula": "C33H94BeNO15",
  "method": "the ωB97M-V functional and the def2-TZVPD basis",
  "spin_multiplicity": 2,
  "gap_ev": [6.2325, 5.5587],
  "s2": 0.752,
  "charge": 0,
  "species": ["C", "H", "H", "H", "H", "H", "C", "H", "H", "O", "H", "H", "H", "O", "H", "H", "H", "H", "O", "C", "Be", "H", "H", "H", "H", "H", "H", "H", "H", "O", "C", "H", "H", "H", "H", "C", "H", "C", "C", "H", "C", "C", "C", "H", "H", "H", "H", "H", "H", "H", "C", "C", "O", "H", "H", "H", "H", "H", "H", "H", "O", "H", "O", "H", "C", "H", "H", "O", "H", "C", "H", "C", "H", "H", "H", "H", "H", "H", "O", "C", "H", "O", "H", "C", "H", "C", "H", "H", "H", "C", "O", "H", "O", "H", "C", "C", "H", "O", "H", "H", "H", "C", "H", "H", "C", "C", "O", "H", "C", "H", "H", "C", "H", "C", "C", "H", "H", "O", "H", "H", "H", "H", "C", "H", "H", "H", "H", "H", "H", "C", "H", "H", "H", "C", "H", "H", "H", "H", "H", "C", "H", "N", "C", "H"],
  "coordinates": [[-10.464010, -3.755517, -3.572319], [-6.294292, -7.375822, -5.341177], [-2.042565, -5.919003, -5.143064], [-2.249975, -2.174307, -1.230018], [-10.733840, -6.285052, -0.429025], [-0.476988, 0.824741, -1.182119], [-5.009567, -8.674997, -1.145249], [-7.257031, -14.496433, -1.947655], [-12.059650, -2.550918, -2.685009], [2.279280, -5.385220, -1.813353], [-4.612320, -2.788992, -1.382982], [-1.777795, -6.092662, -2.933828], [0.120833, -6.333119, 0.648259], [-9.129649, -11.851331, -1.106877], [-4.044272, 0.460571, -3.172445], [-9.405769, -1.714784, 0.213450], [-3.619531, -5.208831, 3.731521], [-1.108309, -2.979311, -0.225287], [-7.215917, -0.178028, 0.496341], [-2.874704, -4.758479, 3.075383], [-8.582745, -6.833166, -3.287668], [-6.919304, -13.593394, -0.569040], [2.231160, -4.428109, -1.870245], [-5.363257, -9.022431, -2.115969], [-2.060017, -0.986258, -4.772406], [0.199673, -5.276453, -1.682033], [-7.626270, -5.237322, 1.589220], [-3.635917, -5.982697, 0.586054], [-8.960720, -3.925910, -2.386087], [-6.390385, -7.629326, -4.423171], [-9.828300, -2.889286, -4.624236], [-11.169365, -4.482364, -3.975132], [0.230449, -7.897733, -1.621233], [-0.996248, -4.693802, -5.848405], [-2.326475, -5.581258, 2.616490], [-8.523309, -4.631540, 1.717490], [-2.226160, -1.836452, 3.794329], [-7.755601, -13.862838, -1.214118], [-2.624228, -5.903986, -2.273478], [-8.344502, -7.565198, 1.941120], [-5.040668, -4.817553, -2.129112], [1.020511, -5.958308, -1.459778], [1.056217, -6.130440, 0.126638], [-5.194396, -6.441006, 0.853363], [1.541827, -5.212491, 0.457761], [-2.179439, -2.366426, 5.536713], [-6.771308, -3.651633, -2.532483], [-3.564371, -2.577157, 4.479698], [-0.143084, -0.795425, 0.602157], [-5.707819, -1.223457, 1.967390], [-0.644325, -0.961517, -0.351402], [-2.032606, -5.019305, -5.758330], [-6.877773, -6.350226, -1.249537], [-5.865063, -8.744188, -0.473358], [-7.665344, -0.073791, -0.345528], [-1.712433, -3.772632, -8.331067], [-9.036188, -13.261674, -2.629838], [-4.030911, 0.697368, -4.933142], [-6.292381, -4.684321, -3.909371], [-5.621431, 0.898731, -0.215605], [-9.934361, -6.213011, -0.950444], [-9.420084, -5.171588, 1.413740], [-4.114076, -1.749608, -4.938227], [1.703915, -6.965935, 0.392244], [-3.277907, -7.261114, -1.954772], [-7.887725, -11.032174, -3.250606], [-5.345698, 0.522594, 2.146896], [-1.179751, 0.291736, -0.803140], [-3.045949, -8.433377, -6.625590], [-3.461364, 0.321932, -4.082993], [-4.016577, -6.303458, -6.157734], [-1.709075, -2.072071, -0.289237], [-7.325205, -2.783233, 1.184174], [-3.834369, -7.560553, 1.057514], [-10.364003, -3.056455, 0.794530], [-3.240693, -8.847222, -5.182432], [-0.117348, -4.121877, 4.189726], [-8.495201, -8.482189, -0.785813], [-9.417294, -4.490594, -3.014011], [-5.831842, -0.108228, 0.144751], [-10.478590, -2.037409, -4.823064], [-0.750769, -3.797054, 3.545621], [-2.603674, 0.987062, -3.982656], [-5.185482, -0.367959, 1.539155], [-3.358694, -7.851076, -2.867751], [-2.654160, -5.216400, -7.132747], [-11.240291, -3.599090, -1.540557], [-3.902391, -2.661019, -5.152983], [-6.629433, -11.551201, -2.068540], [-5.932079, -4.108712, -3.056759], [-3.522077, -8.199687, -5.828772], [-1.788866, -4.460949, 4.988504], [-3.978876, -5.554627, -6.757269], [-5.490578, -0.796199, -0.628766], [-2.019064, -3.936202, 4.061280], [-4.289915, -6.831721, 0.387152], [1.954423, -7.842114, -2.139172], [-8.201540, -8.186111, 1.226791], [-9.370862, -5.626345, -0.445950], [-2.216276, -5.552206, -1.325889], [-5.385612, -4.004457, -0.161547], [-8.412263, -12.727465, -1.913301], [-5.477057, -3.207354, -3.467402], [-2.383935, -2.038525, 0.566065], [-3.024065, -1.167060, -4.296984], [-2.475608, -2.613220, 4.517166], [-8.235796, -3.710006, -0.443044], [-7.499259, -7.795813, 0.706502], [-7.442704, -11.873228, -2.718928], [-7.499805, -4.305394, -0.602558], [-8.869492, -2.502342, -4.279166], [-3.775086, -5.025277, -2.918835], [-2.482509, -4.144814, -5.288268], [-4.565996, -7.165292, -1.114110], [-4.684592, -3.794920, -0.969485], [-3.323337, -4.176295, 2.270469], [-6.997771, -12.479866, -3.507683], [-8.540159, -8.863394, -1.662681], [-8.596992, -11.609612, -0.345667], [-9.398759, -1.891009, 1.936838], [-8.696963, -4.340622, 2.753488], [-3.399941, -4.019864, -3.109907], [1.001901, -7.312496, -2.121707], [-3.250678, -3.223428, -7.474483], [-3.249912, -4.228830, -8.905104], [-4.100215, -0.463382, 1.504686], [-5.497212, -7.627684, -4.078987], [-2.182130, -6.084811, -7.592264], [-3.728658, -4.011248, -0.492525], [-2.712375, -4.025899, -7.978834], [0.635242, -7.246287, -3.146047], [-8.526145, -14.406380, -0.667378], [-2.601535, -1.534654, -3.361860], [-11.086162, -2.953601, -2.405251], [-8.887007, -9.744651, -1.523746], [-2.481449, -7.840408, -1.487693], [-4.326592, -9.397015, -0.697646], [-4.130516, -5.519039, -3.823252], [-9.636167, -3.361393, -5.587715], [-8.216287, -3.358528, 0.932932], [-10.506835, -2.068421, -2.142696], [-5.541380, -6.210823, -1.729007], [-9.479392, -2.456684, 1.008602], [0.181900, -1.345990, -0.949426]],
  "forces_ev_per_angstrom": [[0.20, 0.61, 0.82], [-0.05, 0.05, -0.38], [-0.32, 0.18, -0.05], [-0.14, 0.34, 0.09], [-0.26, -0.22, 0.05], [0.08, -0.02, 0.06], [-1.85, 0.93, 0.81], [-0.39, -0.28, -0.14], [-0.18, -0.06, -0.11], [0.16, 0.28, -0.46], [-0.50, 0.08, 0.36], [-0.04, 0.37, -0.23], [-0.27, 0.37, -0.32], [-1.37, 0.18, 0.81], [-0.22, -0.11, -0.06], [0.01, 0.02, -0.02], [-0.59, -0.05, -0.49], [-0.18, -0.33, 0.32], [-0.01, -0.22, -1.19], [-0.09, 0.22, 1.24], [0.92, 0.24, 1.65], [-0.19, 0.37, 0.46], [-0.14, 0.02, 0.11], [0.14, 0.15, -0.11], [-0.12, -0.90, -1.67], [-0.12, -0.27, -0.46], [-0.15, -0.59, 0.43], [0.37, 0.29, -0.78], [0.28, -0.06, 0.47], [-0.70, -0.09, -0.02], [-0.61, 1.04, -0.80], [-0.12, 0.13, -0.06], [0.16, -0.38, 0.15], [0.46, -0.23, -0.05], [0.30, 0.17, 0.19], [1.29, 0.77, 0.70], [0.52, 0.08, 0.13], [0.72, -0.47, 0.54], [-2.01, -0.41, -0.27], [-0.09, 0.16, 0.13], [1.42, -1.33, 2.30], [1.13, -0.50, 2.30], [0.42, 0.16, -1.20], [-0.48, -0.51, -0.05], [-0.29, -0.05, 0.52], [0.27, 0.11, -0.25], [-0.41, -0.40, 0.03], [-0.33, -0.07, 0.41], [-0.38, -0.14, 0.48], [0.38, -0.02, 0.14], [-0.21, 0.03, 0.29], [1.83, 1.18, -0.63], [0.35, 0.78, -0.52], [-0.38, -0.14, -0.16], [-0.60, -0.01, 0.04], [0.07, 0.48, 0.38], [-0.94, 0.64, 0.07], [-0.05, -0.30, -0.05], [-0.06, -0.29, 0.16], [0.26, 0.13, 0.02], [-0.25, -0.47, -0.13], [0.11, 0.28, -0.37], [0.56, -0.85, -0.04], [0.25, 0.02, -0.18], [1.41, 1.07, 0.01], [-0.20, 0.06, 0.45], [-0.34, -0.13, 0.15], [-0.09, -0.62, -0.16], [0.08, -0.02, -0.34], [0.22, -0.29, 0.57], [0.47, -0.16, 0.02], [1.06, 0.23, -0.13], [0.11, -0.34, 0.29], [-0.32, -0.75, -0.40], [-0.09, 0.12, 0.60], [0.02, -0.18, 0.29], [0.10, 0.12, -0.28], [-0.14, 0.49, 0.29], [1.08, -1.80, 0.01], [0.54, 0.36, 2.04], [0.00, 0.22, -0.19], [2.79, 0.36, -1.46], [0.19, -0.14, 0.07], [0.24, 0.77, -1.18], [-0.90, 0.20, -0.41], [-0.47, -1.68, 2.83], [0.20, 0.03, -0.04], [-0.15, -0.34, -0.11], [0.02, 0.35, -0.01], [-1.97, 1.14, -0.59], [-0.12, 0.10, 0.12], [-1.16, -0.96, 0.14], [-1.80, 0.18, -1.16], [-0.36, -0.41, 0.10], [0.47, -1.45, 0.58], [0.22, 1.12, 0.26], [0.00, 0.30, 0.37], [-0.22, -0.51, 0.13], [0.51, 0.38, -0.14], [-0.13, 0.63, -0.05], [-0.45, 0.88, 0.03], [1.10, 0.49, -1.80], [0.56, -0.16, -0.06], [-0.01, 0.21, -0.15], [0.67, 3.76, 0.72], [-2.18, 1.32, -0.44], [0.59, 0.13, -0.53], [0.56, 0.53, -0.41], [0.63, -0.76, -0.59], [0.44, -0.90, -0.44], [-0.05, 0.03, 0.21], [1.83, -0.72, 0.45], [-0.41, -0.38, 0.29], [0.64, -1.11, 0.24], [-0.13, -1.71, 0.02], [-0.11, 0.19, 0.18], [0.24, -0.17, -0.04], [0.19, 0.30, -0.67], [0.17, -0.08, 0.19], [-0.86, -0.20, 0.21], [0.32, -0.30, 0.27], [0.13, 0.02, -0.47], [-1.59, -0.04, -0.57], [0.36, 0.20, 0.02], [-0.27, -0.16, 0.06], [-0.02, -0.47, -0.12], [0.25, 0.24, 0.57], [0.19, 0.03, -0.51], [0.23, -0.16, -0.29], [0.08, 0.52, -1.37], [0.25, 0.12, -0.26], [0.28, -0.26, 0.11], [-1.13, -0.86, 0.55], [-0.79, 0.07, -0.86], [-0.32, -0.51, -0.20], [-0.26, -0.23, 0.90], [0.67, 0.44, -0.29], [0.53, 0.07, -0.40], [-0.09, -0.36, 0.15], [-3.44, 0.19, -0.97], [0.41, -0.21, 0.10], [0.43, -0.29, -1.01], [1.68, 0.48, -0.09], [-0.09, 0.27, -0.76]]
}